Here is one molecule with the formula C3H6ClFN2O at a distorted geometry from the OMol25 dataset. Energies are from ωB97M-V/def2-TZVPD.

```
14
Properties=species:S:1:pos:R:3:forces:R:3
C -1.830312 1.749990 -1.103860 0.3 2.6 -3.3
N -1.308395 0.427194 -0.991357 0.5 0.9 2.0
N -1.407322 -0.002913 0.313458 0.2 -0.4 1.3
C -0.362831 -0.232970 1.119908 1.8 -1.3 0.5
O -0.440215 -0.610169 2.292951 0.0 0.9 -1.8
C 1.094864 -0.035459 0.461398 -1.1 -2.1 2.1
F 1.154758 1.165145 -0.072098 0.6 1.1 -0.9
Cl 1.575958 -1.391610 -0.746583 -0.5 1.4 1.2
H -2.859256 2.063894 -0.700601 1.5 -0.9 0.1
H -1.955247 1.853450 -2.249626 0.1 0.2 1.6
H -0.993687 2.524902 -0.858835 -1.7 -1.3 0.0
H -1.719581 -0.265818 -1.534003 -1.0 -1.0 -1.5
H -2.257748 0.122196 0.831719 -0.7 -0.1 -0.1
H 1.722833 -0.105529 1.389152 0.0 -0.1 -1.3
```
Positions in Å, forces in eV/Å.

## Properties
Total energy ... -862.66475 Ha
ΔE to the lowest compared entry with this formula, charge and spin ... 0.9874 eV
SMILES string ... CNNC(=O)[C@H](F)Cl
Total charge ... 0

Results of the Löwdin charge analysis, in e, for atoms 1 through 5:
1 C -0.134
2 N -0.110
3 N 0.022
4 C -0.449
5 O 0.044